Below is an isolated molecule of C22H24N4O4S in a non-equilibrium geometry, with properties calculated with ωB97M-V with the def2-TZVPD basis set.

As for the charge: 0. The calculation puts the total energy at -1770.9508 a.u. The value obtained for the largest force on an atom is 0.0232 Eh/bohr. The HOMO energy is -8.34 eV. The SMILES is CCOC(=O)c1cccc(NC(=O)CSc2nnc(COc3ccccc3)n2CC)c1. The energy above the lowest of the compared OMol25 structures with the same formula, charge and spin comes out at 49.8 kcal per mole.

Last column: Löwdin charge in e.
Cartesian coordinates (Å):
C 3.524 2.010 -0.978  -0.192
H 3.955 -1.010 1.886  0.140
H 4.909 0.471 1.572  0.142
O -6.774 -1.981 -0.344  -0.016
C -2.203 -0.962 1.233  -0.011
C -4.263 -2.075 0.709  -0.025
H 8.959 -3.449 -0.666  0.100
O -2.993 2.930 -0.453  0.076
H 4.557 1.839 -0.669  0.126
S 0.592 3.183 -0.597  1.012
H -2.601 -3.010 1.675  0.104
H -4.882 -2.957 0.717  0.112
C 3.242 1.295 -2.294  -0.056
C -2.687 0.225 0.678  -0.196
H 5.437 -1.618 -2.262  0.113
O 4.546 -0.712 -0.088  -0.054
C 7.685 -2.456 0.737  -0.083
H -8.731 -3.578 0.426  0.076
H -8.055 -1.747 -1.941  0.129
C -0.859 3.502 0.461  -0.344
H 3.911 1.668 -3.063  0.081
H 7.514 -2.913 -2.599  0.105
H 3.400 0.226 -2.172  0.067
H 2.215 1.471 -2.606  0.068
C 7.239 -2.583 -1.608  -0.082
C -8.099 -1.987 -0.873  -0.227
C -6.115 -0.815 -0.423  -0.446
H -0.526 3.435 1.496  0.085
C 6.521 -1.729 0.932  -0.025
H -9.713 -3.386 -1.034  0.076
N -1.841 1.333 0.718  0.120
H -0.932 1.165 1.167  0.080
C 8.050 -2.884 -0.525  -0.099
C -8.702 -3.359 -0.638  -0.066
H -8.682 -1.203 -0.376  0.128
H 6.260 -1.412 1.929  0.104
C 4.140 -0.205 1.164  -0.121
H -8.106 -4.120 -1.134  0.076
C 1.377 1.928 0.308  -0.602
C -3.966 0.255 0.137  0.066
N 2.658 1.532 0.067  -0.010
H 8.308 -2.687 1.589  0.105
H 3.350 3.085 -1.086  0.109
C 6.079 -1.860 -1.429  -0.010
H -4.364 1.158 -0.299  0.113
O -6.598 0.178 -0.910  0.122
C 5.711 -1.428 -0.155  -0.261
C -4.751 -0.894 0.156  -0.116
C -2.031 2.557 0.177  -0.533
N 1.806 0.379 1.725  0.086
C 2.867 0.541 0.990  -0.268
H -1.163 4.519 0.216  0.084
N 0.870 1.246 1.307  -0.006
C -2.988 -2.099 1.244  -0.070
H -1.207 -0.980 1.653  0.109